# 1
{
  "formula": "C7H14N4O",
  "method": "ωB97M-V/def2-TZVPD",
  "elements": ["C", "C", "C", "C", "C", "C", "C", "N", "N", "N", "N", "O", "H", "H", "H", "H", "H", "H", "H", "H", "H", "H", "H", "H", "H", "H"],
  "positions_angstrom": [[0.5538, -2.5797, -0.0294], [0.4857, -1.1169, -0.3078], [-0.9122, -1.7907, 1.3751], [3.3797, 1.9615, -3.0474], [-1.8300, -1.7411, 2.5517], [-0.9990, 0.6533, 0.9831], [-1.2920, 1.5316, -0.3374], [-0.5638, -0.6806, 0.6908], [-0.3201, -2.8824, 0.9575], [2.3985, 1.4636, -2.5580], [0.0077, 1.9296, -0.9071], [1.1702, -0.3977, -0.9675], [1.2541, -3.2112, -0.4734], [4.3350, 2.3733, -2.5070], [3.5498, 2.1710, -4.1201], [-1.9824, -2.8707, 2.9516], [-1.2271, -1.0316, 3.1611], [-2.7408, -1.2647, 2.4129], [-0.1433, 1.3197, 1.4356], [-1.8201, 0.6702, 1.6552], [-1.9678, 0.8538, -0.9636], [-2.0080, 2.4084, -0.0897], [-0.4373, -3.7634, 1.5828], [0.6598, 1.0413, -1.1952], [0.5993, 2.6127, -0.3521], [-0.1497, 2.3407, -1.9019]],
  "forces_ev_per_angstrom": [[-0.205, 1.948, -0.371], [-1.362, -1.706, 2.864], [-2.420, 2.605, 0.630], [3.428, 1.847, -0.680], [2.693, -2.867, 0.735], [2.196, 3.872, -1.201], [-2.648, -1.352, 1.889], [1.254, -2.329, -1.041], [0.521, -2.116, 1.133], [-1.371, -0.388, 0.841], [0.829, 0.269, -3.442], [0.223, -0.210, -0.735], [0.793, -1.156, -0.550], [-1.562, -0.843, -0.156], [-0.500, -0.337, -0.070], [0.383, 3.032, -0.453], [-0.556, -0.910, 0.825], [-1.842, 0.645, -0.673], [-1.325, -1.810, -0.101], [-0.725, -0.095, 0.414], [1.559, 1.078, -0.072], [1.716, -1.175, -0.235], [0.561, 1.593, -1.991], [-0.970, 1.619, 1.040], [-1.082, -0.897, -0.693], [0.412, -0.318, 2.095]],
  "lowdin_charge": [0.162, -0.246, -0.260, -0.145, 0.066, -0.090, -0.129, 0.068, 0.164, 0.094, 0.094, 0.118, 0.143, 0.129, 0.096, 0.173, 0.130, 0.075, 0.178, 0.113, 0.159, 0.169, 0.255, 0.092, 0.191, 0.199],
  "e_above_lowest_kj_mol": 228.93,
  "multiplicity": 1,
  "charge": 2,
  "e_lumo_ev": [-6.7, -9.7],
  "energy_ev": -15473.83794
}

***

# 2
{
  "formula": "C7H14N5",
  "method": "ωB97M-V/def2-TZVPD",
  "elements": ["C", "C", "N", "N", "C", "C", "N", "N", "C", "C", "N", "C", "H", "H", "H", "H", "H", "H", "H", "H", "H", "H", "H", "H", "H", "H"],
  "positions_angstrom": [[3.4880, -0.2290, -0.8395], [2.1055, -0.1221, -0.3568], [1.2587, 0.7973, -0.5607], [0.0453, 0.5819, 0.2292], [0.2213, 1.4147, 1.4298], [0.1855, -0.8458, 0.6075], [-0.8431, -1.4403, 0.2340], [-1.7469, -0.7162, -0.3919], [-3.0917, -1.2699, -0.7753], [-1.2965, 0.6356, -0.5089], [-2.2572, 1.5965, -0.0925], [1.6044, -1.2264, 0.5390], [3.3672, -0.8336, -1.6747], [3.9846, -0.9536, -0.1698], [3.9776, 0.7101, -1.1380], [-0.3815, 1.0672, 2.3382], [1.2389, 1.3745, 1.8649], [-0.0431, 2.4547, 1.1775], [-3.5518, -1.6934, 0.1423], [-3.6627, -0.4957, -1.1166], [-2.9216, -2.0441, -1.6305], [-1.0377, 0.8804, -1.5367], [-2.8147, 1.3814, 0.6378], [-1.9243, 2.4856, -0.1125], [1.8401, -2.2874, 0.2725], [2.2556, -1.2226, 1.4316]],
  "forces_ev_per_angstrom": [[-0.033, 0.480, 0.852], [-0.630, -1.050, 0.928], [0.035, 1.945, -1.395], [2.148, -0.971, 1.254], [-0.891, 1.052, 2.353], [-0.403, 0.303, 0.093], [-1.148, -3.088, -0.485], [-0.656, -0.195, 0.760], [2.902, -2.878, 0.364], [-1.057, 1.598, -1.028], [1.841, -2.593, -2.596], [1.314, -1.128, 0.935], [0.029, -1.024, -2.215], [0.441, 1.066, -0.006], [-0.040, -0.527, 0.511], [0.136, 0.305, -1.733], [-0.302, -0.079, -1.043], [0.282, -0.450, 0.257], [0.266, -0.018, -0.834], [-1.458, 2.073, -0.965], [-0.516, 1.244, 1.747], [0.388, 0.064, -0.174], [-1.927, -0.848, 2.964], [0.691, 3.156, -0.203], [-0.730, 0.898, -0.691], [-0.683, 0.665, 0.349]],
  "lowdin_charge": [0.019, -0.312, 0.195, -0.153, 0.015, -0.256, 0.177, -0.127, 0.028, -0.258, 0.167, -0.037, 0.080, 0.110, 0.116, 0.141, 0.119, 0.106, 0.102, 0.042, 0.130, 0.165, 0.066, 0.061, 0.162, 0.141],
  "e_above_lowest_kj_mol": 264.11,
  "multiplicity": 1,
  "charge": 1,
  "e_lumo_ev": -2.7,
  "smiles": "CC1=N[N@+]2(C)C(=NN(C)[C@H]2N)C1",
  "energy_ev": -14926.52139
}

***

# 3
{
  "formula": "C7H14NO",
  "method": "ωB97M-V/def2-TZVPD",
  "elements": ["C", "C", "C", "C", "C", "C", "C", "N", "O", "H", "H", "H", "H", "H", "H", "H", "H", "H", "H", "H", "H", "H", "H"],
  "positions_angstrom": [[1.6309, 0.5039, 1.0695], [0.2426, 1.5371, -1.0519], [1.3953, 0.6505, -0.4563], [1.1731, -0.6581, 0.2423], [-1.2482, -0.2652, 0.1155], [1.3931, -2.0362, -0.2607], [-1.8139, 0.0975, 1.4610], [-1.0940, 0.9955, -0.6995], [-1.8074, -1.1443, -0.7302], [2.5488, 0.5446, 1.5277], [0.8150, 0.8553, 1.6264], [0.4077, 2.5954, -0.8177], [0.3920, 1.6806, -2.1843], [2.2414, 0.6978, -1.1230], [1.1335, -2.7373, 0.5067], [2.3671, -2.0345, -0.6669], [0.7313, -2.1037, -1.2039], [-1.3068, 0.8826, 1.9312], [-1.7748, -0.7850, 2.1431], [-2.9458, 0.2049, 1.4393], [-1.6457, 1.8120, -0.5146], [-1.3238, 0.7470, -1.7112], [-1.5114, -2.0403, -0.6424]],
  "forces_ev_per_angstrom": [[-2.004, -1.288, -2.535], [3.631, 0.340, -0.700], [-0.548, 0.069, 0.307], [-3.494, 2.190, -1.322], [3.679, 0.973, 1.104], [-2.140, 1.622, -1.071], [-2.519, -3.170, -0.183], [0.227, -0.310, -3.792], [-1.126, 0.328, -0.424], [2.163, 0.094, 0.760], [-0.654, 0.757, 1.043], [-0.560, -0.255, 1.030], [-0.562, -1.128, 1.377], [0.457, -0.007, 0.130], [0.338, -0.798, 0.033], [1.472, -0.735, -0.099], [0.769, -0.328, 1.500], [0.555, 1.322, 0.525], [0.479, 0.494, -0.495], [1.177, 0.630, -0.257], [-1.004, 0.199, 0.874], [-0.759, -0.214, 1.824], [0.421, -0.784, 0.371]],
  "lowdin_charge": [0.004, -0.086, -0.185, -0.135, -0.347, -0.027, -0.020, 0.093, 0.062, 0.090, 0.074, 0.131, 0.154, 0.139, 0.085, 0.081, 0.117, 0.055, 0.109, 0.121, 0.171, 0.205, 0.110],
  "e_above_lowest_kj_mol": 532.25,
  "multiplicity": 1,
  "charge": 1,
  "e_lumo_ev": -3.6,
  "energy_ev": -11012.30383
}

***

# 4
{
  "formula": "C7H14NO",
  "method": "ωB97M-V/def2-TZVPD",
  "elements": ["C", "C", "C", "C", "C", "C", "C", "N", "O", "H", "H", "H", "H", "H", "H", "H", "H", "H", "H", "H", "H", "H", "H"],
  "positions_angstrom": [[-1.2908, 1.4397, 0.5414], [-2.1080, 0.1619, 0.6198], [0.1583, 1.0496, 0.8124], [-2.2128, -0.9489, -0.1090], [1.6855, -0.7433, 0.6702], [1.3706, -1.9731, 0.6468], [1.2760, 0.5920, -1.3475], [0.7452, 0.0834, -0.1253], [-1.5024, -1.0579, -1.3056], [-1.5069, 1.8346, -0.4435], [-2.5686, 0.0633, 1.5119], [0.7953, 1.9641, 0.7144], [0.1144, 0.6024, 1.8209], [-2.8532, -1.7994, 0.1732], [2.6151, -0.2951, 1.1014], [-1.4993, 2.1961, 1.2669], [0.4988, -2.2129, 0.1025], [1.7508, -2.8472, 1.1175], [0.5869, 1.2025, -1.9813], [1.9665, 1.3576, -0.9629], [1.7078, -0.0279, -2.0785], [-0.0423, -0.4772, -0.3487], [-1.7471, -1.8446, -1.8196]],
  "forces_ev_per_angstrom": [[-0.325, -2.369, -1.766], [1.365, 8.510, 3.807], [0.376, 2.711, 0.214], [-0.787, -8.399, -5.702], [1.957, 2.267, -0.501], [-0.955, -3.198, 0.289], [0.364, 4.385, -0.816], [0.028, -0.723, 1.591], [-0.261, 0.289, 0.428], [0.637, 0.607, -0.423], [-1.487, -0.265, 2.945], [-0.263, -0.664, 0.734], [0.695, 0.289, -0.512], [0.384, 0.682, -0.398], [-1.278, 0.015, -0.460], [-0.708, 0.147, 0.568], [-0.985, -0.481, -0.587], [1.000, -0.046, 0.540], [-0.291, -0.574, 1.081], [0.501, -0.306, -0.800], [0.761, -1.644, 0.005], [-0.674, -1.431, -0.587], [-0.053, 0.198, 0.351]],
  "lowdin_charge": [-0.120, -0.070, -0.127, -0.178, -0.093, 0.097, 0.006, -0.178, 0.001, 0.121, 0.087, 0.154, 0.153, 0.135, 0.167, 0.122, 0.068, 0.091, 0.134, 0.118, 0.103, 0.074, 0.137],
  "e_above_lowest_kj_mol": 105.45,
  "multiplicity": 3,
  "s2": 2.01,
  "charge": 1,
  "e_lumo_ev": [-2.6, -5.7],
  "energy_ev": -11010.13094
}

***

# 5
{
  "formula": "C7H14NOS",
  "method": "ωB97M-V/def2-TZVPD",
  "elements": ["C", "C", "C", "C", "C", "C", "C", "N", "O", "S", "H", "H", "H", "H", "H", "H", "H", "H", "H", "H", "H", "H", "H", "H"],
  "positions_angstrom": [[2.8581, -0.2953, 1.0250], [1.3757, 0.2038, 1.7368], [-2.2967, -0.9984, 0.8202], [-1.8162, -0.1593, -0.3134], [0.0527, -0.1172, 1.1696], [-2.2844, -0.6668, -1.6691], [0.4091, 0.7074, -1.0604], [-0.4277, 0.2029, 0.0040], [3.0670, 0.5718, -0.0496], [-1.1040, -0.9524, 2.1999], [2.9676, -1.3575, 0.8557], [3.7243, -0.2856, 1.8012], [1.6030, 1.3633, 1.6880], [1.3624, -0.0647, 2.7889], [-3.2628, -0.7981, 1.2064], [-2.4567, -2.1446, 0.6701], [-2.4400, 0.8662, -0.2117], [-3.3522, -0.6412, -1.7891], [-1.9292, -1.6359, -1.9991], [-2.0800, 0.2326, -2.3610], [0.5791, -0.1511, -1.6641], [-0.2264, 1.4601, -1.6750], [1.2396, 1.2576, -0.8233], [3.9057, 0.3905, -0.5023]],
  "forces_ev_per_angstrom": [[-0.232, 0.162, 2.620], [3.649, 1.892, -0.856], [-0.122, -3.991, 1.321], [-3.097, 2.595, 0.898], [-1.294, -0.730, 0.515], [1.289, 2.428, -1.432], [-3.937, 1.175, -2.370], [1.073, -0.417, -0.050], [0.408, -0.263, -0.210], [0.783, 0.939, -0.867], [-1.072, -0.482, -1.064], [-1.680, 1.137, -0.614], [-0.920, -2.123, 0.109], [0.189, -0.121, -0.022], [-0.857, 1.064, 0.249], [0.792, 1.820, -0.651], [1.598, -1.849, -0.147], [-0.666, -0.320, 0.873], [0.403, 0.082, -0.115], [0.377, -1.850, 0.306], [0.727, -0.378, -0.885], [0.793, -1.382, 0.867], [2.022, 0.658, 1.229], [-0.224, -0.048, 0.295]],
  "lowdin_charge": [-0.192, -0.081, -0.390, -0.377, -0.477, -0.036, 0.021, -0.095, -0.094, 1.078, 0.100, 0.143, 0.176, 0.093, 0.075, 0.128, 0.204, 0.088, 0.093, 0.113, 0.110, 0.145, 0.052, 0.122],
  "e_above_lowest_kj_mol": 63.41,
  "multiplicity": 1,
  "charge": 1,
  "e_lumo_ev": -3.8,
  "energy_ev": -21850.59080
}